Entry 1:
Computed, not measured: C25H28F2IrN3O3Si2 as an isolated structure in a non-equilibrium geometry, with the ωB97M-V functional and the def2-TZVPD basis.

Summary:
LUMO energy (spin up / spin down) in Ha: 0.089 / -0.005
Expectation value of S²: 8.79
Total energy in Ha: -2242.4473
HOMO energy (spin up / spin down) in eV: -1.74 / -5.00
Strongest force on any atom in hartree/bohr: 0.0445
Molecular weight in g mol⁻¹: 704.902
Orbital gap (spin up / spin down) in eV: 4.2 / 4.9

```
! wB97M-V def2-TZVPD RIJCOSX def2/J DEFGRID3
* xyz -1 6
Ir 0.50483 0.20104 -0.16155
Si -1.92411 0.10896 -1.84138
Si -0.83740 -1.22241 1.21564
F 4.88783 -2.96553 0.10395
F 5.15086 0.86332 2.81919
O -1.13269 1.95288 -0.14657
O 1.32015 1.73681 -4.03113
O -1.37582 4.04485 -0.81363
N 1.01955 1.51370 -1.77836
N 1.03966 1.69260 1.77842
N 1.17803 -1.25327 -2.24562
C -4.07523 -1.68297 -1.47687
C -1.42996 -0.48773 2.91737
C 1.38618 1.08809 -2.98565
C 2.38519 -0.37830 0.69065
C -1.65930 -0.64378 -3.62686
C 2.32574 1.51197 2.24212
C 2.79165 2.35145 3.28570
C 4.31468 -1.82984 0.61956
C 3.05624 0.45160 1.65504
C 5.03218 -1.01588 1.47924
C 3.01255 -1.51458 0.23579
C -2.50198 -1.74911 0.35359
C -4.47993 -3.15386 0.35895
C -3.31857 -2.69956 0.95715
C -2.90691 -1.22152 -0.87678
C 0.48998 2.84213 -1.69518
C -3.08228 1.58726 -2.26726
C -0.03998 -2.93068 1.73101
C 0.69665 3.50060 3.28850
C 1.98350 -0.32369 -3.02587
C 2.00159 3.33423 3.80311
C -0.79020 2.97510 -0.80879
C 4.39580 0.09388 1.97382
C 0.28124 2.64298 2.29436
C -4.85535 -2.65152 -0.87762
H -3.91806 1.28136 -2.89668
H -0.84079 -0.16931 -4.15901
H 0.89829 -2.77120 2.25235
H -0.58243 -0.19240 3.52825
H -5.08808 -3.90523 0.84429
H -0.71343 2.72773 1.88402
H 6.04667 -1.23883 1.77168
H 2.36686 3.97564 4.59509
H 0.29573 -1.40937 -2.71900
H -4.37904 -1.28034 -2.43282
H -3.03751 -3.09608 1.92200
H 0.24156 3.22118 -2.69382
H 3.78286 2.21022 3.67768
H 0.15905 -3.56358 0.87180
H -1.49644 -1.71760 -3.62133
H -2.53894 2.36069 -2.80645
H -2.04345 0.39318 2.75819
H 1.65987 -2.14101 -2.16472
H 2.52465 -2.21431 -0.42248
H 0.03637 4.26391 3.66353
H -2.55444 -0.47432 -4.21729
H -3.48606 2.05356 -1.37404
H 2.98580 -0.28106 -2.59158
H 2.08158 -0.61583 -4.08383
H -5.74886 -3.01377 -1.36967
H -0.70266 -3.47503 2.39609
H -2.01612 -1.21267 3.47992
H 1.22267 3.51520 -1.23623
*
```


Entry 2:
Computed, not measured: a 2-piece molecular cluster, C6H12N2 overall in a non-equilibrium geometry, with the ωB97M-V functional and the def2-TZVPD basis.

Summary:
LUMO energy in Ha: 0.026
Total energy in Ha: -345.1377
HOMO energy in eV: -7.55
Strongest force on any atom in hartree/bohr: 0.0273
Molecular weight in g mol⁻¹: 112.176
Orbital gap in eV: 8.3

```
! wB97M-V def2-TZVPD RIJCOSX def2/J DEFGRID3
* xyz 0 1
N 0.78562 -0.87054 -1.54186
N -1.03110 -0.54584 0.19608
C 0.32999 -1.18191 -0.40692
C -0.24314 2.81700 -0.17818
C -2.29900 -0.98818 -0.40057
C 2.02148 1.61371 0.51151
C 0.76989 -1.90468 0.73454
C 0.79029 2.27467 0.11208
H -2.36963 -2.07114 -0.31093
H 2.48303 1.11034 -0.33918
H -2.34008 -0.72307 -1.45966
H 1.82651 0.84888 1.26678
H -0.93850 0.47043 0.18273
H 1.81506 -2.19163 0.78154
H -3.14216 -0.53092 0.11860
H 2.73551 2.33900 0.90649
H -1.13435 3.33748 -0.42501
H 0.31667 -0.07671 -1.97228
H 0.11371 -2.72745 1.02154
H -0.48979 -0.99944 1.20270
*
```


Entry 3:
Computed, not measured: a 3-piece molecular cluster, C3H14NO2S2 overall in a non-equilibrium geometry, with the ωB97M-V functional and the def2-TZVPD basis.

Summary:
LUMO energy in Ha: -0.110
Total energy in Ha: -1124.0482
HOMO energy in eV: -12.14
Strongest force on any atom in hartree/bohr: 0.0680
Molecular weight in g mol⁻¹: 160.284
Orbital gap in eV: 9.1

```
! wB97M-V def2-TZVPD RIJCOSX def2/J DEFGRID3
* xyz 1 1
S 1.84187 0.36531 2.52434
S 2.48267 0.47578 0.70334
O -1.83537 -0.63806 2.16459
O 1.36895 -1.73429 -2.62512
N -0.57556 1.25701 0.86667
C 0.02262 0.87913 -0.44484
C 1.05708 -0.21500 -0.25264
C -1.07707 0.58311 -1.43358
H -1.93474 0.16200 -0.94496
H -0.93568 0.46266 1.45904
H 0.61264 1.81553 -0.89723
H -2.75522 -0.43490 2.36237
H -1.40285 1.86852 0.67779
H -1.54411 1.50316 -1.77372
H 1.46503 -0.46903 -1.26900
H 2.56511 -0.41897 3.34553
H 0.58504 -1.11541 0.27664
H 1.94115 -2.01544 -3.36389
H 0.09616 1.75631 1.54173
H -0.80954 -0.07904 -2.26414
H -1.84368 -1.63859 2.18357
H 0.67549 -2.36978 -2.83650
*
```


ΔE to the lowest compared entry with this formula, charge and spin, record by record: 39.7, 119.3, 29.6 kcal/mol